# 1
{
  "formula": "CH2Cl2S2",
  "method": "ωB97M-V/def2-TZVPD",
  "homo_energy_ev": [-8.8, -7.7],
  "energy_ha": -1755.94860,
  "homo_lumo_gap_ev": [8.13, 5.58],
  "species": ["Cl", "Cl", "S", "S", "C", "H", "H"],
  "coordinates": [[2.356, 0.557, 0.442], [0.163, -2.421, -0.676], [1.543, 2.096, -0.542], [-0.088, -1.083, 0.800], [-1.146, 0.017, 0.142], [-1.489, -0.072, -0.870], [-1.339, 0.906, 0.704]],
  "atomic_forces_ev_per_a": [[0.28, 0.32, -0.14], [-0.01, 0.00, -0.06], [-0.35, -0.46, 0.17], [-0.47, -0.02, 0.16], [0.80, -0.03, -0.31], [-0.11, -0.07, -0.22], [-0.14, 0.26, 0.40]]
}

=====

# 2
{
  "formula": "CH2Cl2S2",
  "method": "ωB97M-V/def2-TZVPD",
  "homo_energy_ev": -9.0,
  "energy_ha": -1756.01572,
  "smiles": "SSC(Cl)Cl",
  "homo_lumo_gap_ev": 9.16,
  "species": ["Cl", "Cl", "S", "S", "C", "H", "H"],
  "coordinates": [[-1.062, 0.875, 1.104], [-0.006, 1.647, -1.499], [0.274, -1.361, -0.605], [1.903, -0.960, 0.621], [-0.843, 0.505, -0.482], [-1.607, 0.172, -1.072], [1.340, -0.878, 1.934]],
  "atomic_forces_ev_per_a": [[-0.49, 0.68, 1.77], [0.26, 0.54, 0.27], [-0.49, 1.99, 1.16], [-1.11, 0.23, 0.82], [3.95, -2.34, -1.68], [-2.50, -0.75, -0.66], [0.39, -0.35, -1.69]]
}

=====

# 3
{
  "formula": "CH2Cl3Hg2",
  "method": "ωB97M-V/def2-TZVPD",
  "homo_energy_ev": -21.3,
  "energy_ha": -1725.12257,
  "homo_lumo_gap_ev": 3.43,
  "charge": 3,
  "species": ["Hg", "Hg", "Cl", "Cl", "Cl", "C", "H", "H"],
  "coordinates": [[2.305, 2.257, 0.219], [-0.511, 3.149, 0.747], [0.086, -2.909, -0.404], [-1.484, -0.974, 0.991], [0.481, 1.338, 0.537], [-0.393, -1.226, -0.421], [-0.941, -1.083, -1.351], [0.457, -0.552, -0.318]],
  "atomic_forces_ev_per_a": [[7.68, 2.78, -1.28], [-4.70, 6.37, 1.11], [0.07, 0.60, 0.07], [0.50, 0.51, -0.45], [-3.05, -8.21, 0.63], [-0.91, -1.97, 0.10], [0.02, 0.43, 0.07], [0.39, -0.51, -0.24]]
}

=====

Which energy relative to the best compared isomer or geometry (same formula, charge and spin) belongs to each record? In order, 57.83; 15.72; 80.85 kcal/mol.